Record 1
3 unconnected molecules or ions with the total composition C3H11NO2 in a non-equilibrium geometry. Source: the Open Molecules 2025 dataset; level of theory: wB97M-V/def2-TZVPD.

Its SMILES is C=C.NCO.O. The calculation puts the largest force on an atom at 2.8 eV Å⁻¹.

Structure (XYZ):
```
17
Properties=species:S:1:pos:R:3:forces:R:3:lowdin_charge:R:1
C -2.292882 -0.100019 -0.075033 -0.07 1.67 0.32 -0.045
C -1.591952 1.051471 0.011512 -1.76 -0.25 0.34 -0.117
H -2.486662 -0.702088 0.795916 0.29 -0.29 0.00 0.067
H -2.850339 -0.347301 -0.963408 0.20 -0.20 -0.20 0.068
H -1.293475 1.426752 0.983037 0.37 -0.18 0.05 0.062
H -1.677829 1.803582 -0.762065 0.39 -0.16 -0.30 0.063
N 2.492104 1.142375 0.604452 0.02 0.06 -0.04 0.019
C 1.803931 -0.111732 0.508062 -0.05 0.12 0.28 -0.349
O 0.903114 -0.216917 -0.589593 -1.66 1.47 0.12 -0.149
H 1.843620 1.911034 0.736609 0.08 -0.06 0.01 0.066
H 3.029477 1.323512 -0.235527 -0.05 0.01 0.04 0.072
H 2.540944 -0.907819 0.375148 -0.15 0.07 0.00 0.121
H 1.262247 -0.280774 1.447995 0.10 -0.02 -0.12 0.121
H 0.042373 0.374327 -0.415404 2.31 -1.53 -0.37 0.068
O -0.857898 -2.135244 -0.530901 1.13 0.40 -0.14 -0.120
H -0.048116 -1.508547 -0.598559 -1.24 -1.15 -0.04 0.018
H -0.818656 -2.722612 -1.292241 0.09 0.05 0.05 0.036
```
Positions in Å, forces in eV/Å.

***

Record 2
CHBrF2O2S in the gas phase in a non-equilibrium geometry. Source: the Open Molecules 2025 dataset; level of theory: wB97M-V/def2-TZVPD.

Its SMILES is O=S(=O)(Br)C(F)F. The calculation puts the largest force on an atom at 4.1 eV Å⁻¹.

Structure (XYZ):
```
8
Properties=species:S:1:pos:R:3:forces:R:3:lowdin_charge:R:1
O -0.000497 -1.232176 -1.593235 0.20 0.12 -0.70 -0.370
S -0.190970 -1.072660 -0.196143 1.83 3.57 -0.85 0.275
O -1.341656 -1.575565 0.406622 -1.93 -0.77 1.57 -0.341
Br 1.599710 -1.837644 0.742775 0.58 -0.34 0.54 0.466
C 0.002037 1.132673 0.219376 -0.26 -2.04 -1.15 -0.336
F -1.282018 1.418351 0.322745 0.11 0.33 0.40 0.086
F 0.519572 1.671691 -0.860811 -0.19 -0.13 -1.39 0.084
H 0.693824 1.495331 0.958671 -0.35 -0.73 1.58 0.137
```
Positions in Å, forces in eV/Å.

***

Record 3
C7H12 in the gas phase. Source: the Open Molecules 2025 dataset; level of theory: wB97M-V/def2-TZVPD.

Its SMILES is C[C@H]1[C@H]2CCC[C@@H]12. The calculation puts the largest force on an atom at 0.2 eV Å⁻¹.

Structure (XYZ):
```
19
Properties=species:S:1:pos:R:3:forces:R:3:lowdin_charge:R:1
C 1.701310 -0.016158 -1.059261 0.01 -0.02 0.05 -0.055
C 0.371250 0.704849 -1.153784 0.08 0.00 -0.12 -0.255
C -0.983609 0.121802 -0.834292 -0.08 -0.07 -0.09 -0.214
C -1.078824 -1.149911 -0.005263 -0.02 0.01 -0.04 -0.149
C -0.284574 -0.878909 1.293415 0.05 -0.06 0.03 -0.186
C -0.163749 0.658388 1.415557 0.04 -0.02 0.02 -0.152
C -0.411114 1.224153 0.023500 -0.11 0.13 0.14 -0.213
H 1.791108 -0.806405 -1.815698 -0.04 0.15 0.12 0.080
H 2.514918 0.699329 -1.227499 -0.11 -0.14 0.02 0.077
H 1.870903 -0.469597 -0.079502 -0.02 0.07 -0.18 0.058
H 0.331506 1.376326 -2.011511 0.00 -0.08 0.15 0.129
H -1.794562 0.331754 -1.529725 0.18 -0.06 0.12 0.131
H -2.134358 -1.340908 0.223400 0.15 0.03 -0.03 0.107
H -0.703455 -2.031629 -0.540442 -0.05 0.13 0.10 0.108
H -0.784868 -1.306606 2.168434 0.07 0.04 -0.13 0.101
H 0.702790 -1.348359 1.244216 -0.19 0.08 0.02 0.087
H 0.799326 0.961230 1.846286 -0.13 -0.05 -0.10 0.108
H -0.944473 1.033497 2.088502 0.12 0.02 -0.12 0.108
H -0.799522 2.237155 -0.046334 0.03 -0.16 0.04 0.130
```
Positions in Å, forces in eV/Å.

***

Record 4
C4H7NO2 in the gas phase in a non-equilibrium geometry. Source: the Open Molecules 2025 dataset; level of theory: wB97M-V/def2-TZVPD.

Its SMILES is C[C@]1(O)N[C@@H]1C=O. The calculation puts the largest force on an atom at 5.3 eV Å⁻¹.

Structure (XYZ):
```
14
Properties=species:S:1:pos:R:3:forces:R:3:lowdin_charge:R:1
C -0.111149 0.966500 -1.256880 2.76 -4.22 1.54 0.032
C -0.385155 0.558746 0.208584 -0.13 -1.53 -0.59 -0.510
O -1.559492 1.083244 0.684490 -0.15 1.58 1.16 0.008
N 0.497454 0.311146 1.297804 0.63 0.57 0.19 0.101
C -0.090208 -0.882588 0.768956 -3.94 -0.40 1.48 -0.201
C 0.642339 -1.771836 -0.116113 0.67 2.37 1.03 -0.229
O 1.672940 -1.342200 -0.579101 0.66 -1.06 -0.76 0.039
H 0.979064 0.724970 -1.437362 -1.29 0.68 -0.20 0.102
H -0.360950 1.926938 -1.342022 -0.48 4.08 -0.31 0.027
H -0.710496 0.448617 -1.994416 -0.22 -0.54 0.20 0.089
H -1.246198 1.637779 1.451969 -0.89 -0.82 -0.91 0.137
H 1.495843 0.350081 1.176892 0.32 0.10 -0.58 0.116
H -1.009165 -1.300829 1.417135 2.29 0.75 -1.56 0.181
H 0.185174 -2.710568 -0.279937 -0.24 -1.55 -0.68 0.109
```
Positions in Å, forces in eV/Å.

***

Record 5
A molecular structure, C7H11CuO6 in a non-equilibrium geometry. Source: the Open Molecules 2025 dataset; level of theory: wB97M-V/def2-TZVPD.

The charge is +1. Its spin multiplicity is 2. The calculation puts the largest force on an atom at 3.0 eV Å⁻¹.

Structure (XYZ):
```
25
Properties=species:S:1:pos:R:3:forces:R:3:lowdin_charge:R:1
O -3.367889 0.951930 -0.408010 0.46 -0.44 0.39 0.040
O -4.772656 2.038121 0.910293 0.64 -0.51 -0.62 0.046
O -2.736884 1.409550 1.643107 0.33 -0.12 0.44 0.016
C -3.611007 1.451377 0.729785 -2.58 1.44 0.15 -0.711
C -5.004800 2.712444 2.148942 -0.11 0.25 0.77 -0.009
H -6.013985 3.127146 2.078487 0.31 -0.13 -0.04 0.109
H -4.270064 3.513413 2.292034 -0.20 -0.20 -0.06 0.108
H -4.949125 2.004695 2.984005 -0.01 0.18 -0.21 0.107
Cu -1.675436 0.523631 0.363846 0.58 -0.35 -1.27 0.877
C 1.094085 1.504451 -0.297062 -1.36 -0.12 -1.97 -0.094
H 1.328452 2.371217 0.323672 -0.16 -0.34 -0.07 0.154
C 0.270487 0.380856 0.242936 0.88 -1.53 1.50 -0.168
H 0.630324 0.001547 1.213868 0.01 0.58 -0.02 0.110
O 2.343344 0.843329 -0.686024 0.31 0.33 -0.38 0.146
C 2.066066 -0.401220 -0.898212 0.64 0.07 1.30 -0.490
O 0.892404 -0.788908 -0.602234 -1.06 0.37 -0.24 0.090
O 3.021740 -1.187788 -1.183862 -0.01 0.52 -0.53 0.142
C 2.748480 -2.625591 -1.228102 -0.39 -0.63 -0.07 -0.154
C 4.053166 -3.330277 -1.472177 0.19 -0.05 -0.06 -0.047
H 2.021592 -2.791116 -2.031865 0.17 0.02 0.19 0.142
H 2.296523 -2.901955 -0.268455 0.09 0.09 -0.21 0.140
H 4.505410 -3.008898 -2.418489 -0.11 -0.08 0.25 0.095
H 3.853034 -4.407702 -1.533684 0.08 0.26 0.04 0.099
H 4.756967 -3.147492 -0.650927 -0.16 -0.07 -0.23 0.095
H 0.519767 1.757230 -1.251864 1.44 0.46 0.94 0.157
```
Positions in Å, forces in eV/Å.

***

Record 6
A molecular structure, C6H11O in a non-equilibrium geometry. Source: the Open Molecules 2025 dataset; level of theory: wB97M-V/def2-TZVPD.

Its spin multiplicity is 2. The calculation puts the largest force on an atom at 1.2 eV Å⁻¹.

Structure (XYZ):
```
18
Properties=species:S:1:pos:R:3:forces:R:3:lowdin_charge:R:1
C 2.032820 2.271917 -1.730856 -0.45 -0.59 0.28 -0.382
O 2.288673 1.955875 -3.030317 0.09 0.15 -0.15 0.011
C 1.071772 1.301061 -1.038977 0.11 0.34 -0.13 -0.096
C -0.737810 -0.177760 1.845249 0.71 0.96 -0.22 0.131
C -0.724362 -1.375644 1.204571 -0.49 0.04 0.76 -0.484
C -0.055016 -2.448923 0.816833 0.04 0.12 -0.25 0.016
C -2.258048 -1.123109 0.906661 -0.96 -0.62 -0.27 -0.062
H 1.543720 3.258742 -1.750737 0.09 0.21 -0.19 0.135
H 2.957348 2.400413 -1.160307 0.18 0.13 0.04 0.110
H 1.544817 0.340813 -0.872412 0.09 -0.18 0.08 0.066
H 0.197374 1.143217 -1.663873 -0.11 0.00 -0.08 0.073
H -1.080293 -0.103781 2.878620 -0.14 -0.46 0.00 0.050
H 0.744774 1.710685 -0.086377 -0.01 -0.10 0.14 0.057
H -0.539975 -3.171381 0.187975 0.07 -0.25 -0.11 0.049
H 0.981711 -2.551449 1.086317 0.11 -0.17 -0.01 0.054
H -2.890146 -1.309236 1.773512 0.12 0.24 0.13 0.088
H -2.543551 -1.924382 0.218685 0.45 0.04 -0.09 0.103
H -2.533808 -0.197056 0.415434 0.11 0.13 0.07 0.079
```
Positions in Å, forces in eV/Å.

***

Record 7
A molecular structure, C5H3O6Tm in a non-equilibrium geometry. Source: the Open Molecules 2025 dataset; level of theory: wB97M-V/def2-TZVPD.

The charge is +2. Its spin multiplicity is 3. The calculation puts the largest force on an atom at 7.8 eV Å⁻¹.

Structure (XYZ):
```
15
Properties=species:S:1:pos:R:3:forces:R:3:lowdin_charge:R:1
O -0.334631 5.803494 -1.018661 0.11 -2.50 -0.52 0.036
C -0.280823 4.683152 -1.229336 -0.10 2.43 0.55 -0.011
Tm 0.341699 0.073862 0.698852 -2.28 -0.29 1.05 1.506
C 0.091140 -2.551556 -0.191267 -0.55 -4.77 -2.22 -0.012
O 0.039907 -3.527271 -0.808806 0.20 4.06 2.64 0.208
C -0.623598 -0.916789 -2.516683 1.59 0.96 -6.78 -0.057
O -0.207415 -0.316064 -3.448097 -1.17 -1.90 4.34 0.276
C 1.973389 -0.943736 -0.742363 6.27 -1.81 -4.22 -0.033
O 2.851928 -1.340033 -1.391900 -4.57 1.83 3.26 0.238
C -1.622623 -0.820375 -1.442507 -2.27 0.91 3.07 -0.265
O -2.718120 -1.265926 -1.345125 2.14 0.33 -0.60 0.193
H 0.620766 1.561674 1.653003 0.50 1.05 -0.02 -0.132
O -0.369333 -0.213356 2.895106 0.26 -0.16 -0.74 -0.164
H -0.368942 0.652631 3.362291 -0.01 -0.75 0.11 0.092
H -0.477942 -0.975212 3.497493 -0.11 0.61 0.07 0.125
```
Positions in Å, forces in eV/Å.

***

Record 8
C7H12 in the gas phase in a non-equilibrium geometry. Source: the Open Molecules 2025 dataset; level of theory: wB97M-V/def2-TZVPD.

Its SMILES is C=C(C)/C(C)=C/C. The calculation puts the largest force on an atom at 1.2 eV Å⁻¹.

Structure (XYZ):
```
19
Properties=species:S:1:pos:R:3:forces:R:3:lowdin_charge:R:1
C -2.203021 0.488963 0.400236 0.71 0.21 -0.09 0.053
C -1.138036 0.372842 -0.398351 -1.18 0.00 -0.32 -0.334
C -1.374396 0.242556 -1.885316 0.89 -0.34 -0.30 -0.058
C 0.201677 0.171423 0.195128 0.77 -0.49 0.12 -0.282
C 0.704191 1.239250 1.115172 -0.38 0.47 0.62 -0.050
C 0.859937 -0.975666 -0.051903 -0.33 0.78 -0.20 -0.109
C 2.161409 -1.439943 0.525273 -0.39 -0.17 0.36 -0.089
H -2.047090 0.584234 1.464684 -0.28 -0.13 0.16 0.060
H -3.203216 0.480955 -0.003481 -0.14 0.19 0.08 0.059
H -0.718054 -0.550498 -2.264642 -0.53 -0.28 -0.02 0.068
H -2.425417 0.055030 -2.074864 -0.04 -0.29 -0.13 0.071
H -1.082453 1.064572 -2.548173 0.04 0.46 0.64 0.081
H 0.123896 1.377749 2.037521 -0.26 -0.49 -0.15 0.081
H 1.708083 1.053442 1.471892 0.32 0.16 -0.24 0.058
H 0.598365 2.227546 0.664385 0.41 -0.03 -0.29 0.087
H 0.372539 -1.643129 -0.755872 0.10 -0.20 0.07 0.101
H 1.969019 -2.245254 1.243601 0.04 -0.10 -0.16 0.079
H 2.831667 -1.832987 -0.237060 0.04 0.05 -0.04 0.072
H 2.660898 -0.671087 1.101770 0.20 0.20 -0.11 0.054
```
Positions in Å, forces in eV/Å.

***

How do the records compare in energy above the lowest of the compared OMol25 structures with the same formula, charge and spin? In the order shown, they have 147.43, 76.48, 43.64, 280.84, 0.00, 524.14, 280.81, 101.23 kJ/mol.